Computed, not measured: a single C6H7Cl molecule in a non-equilibrium geometry, with ωB97M-V/def2-TZVPD.

The value obtained for the HOMO energy is -8.68 eV. The frontier orbital gap is 9.24 eV. The relative energy (zero: lowest compared OMol25 entry of this formula, charge and spin) is 2.468 eV. The molar mass is 114.575 g mol⁻¹.

Geometry as XYZ:
```
14
Properties=species:S:1:pos:R:3:nbo_charge:R:1
C 0.951 -1.481 -1.222 -0.46
C 0.586 -0.722 -0.124 0.03
C 0.913 -0.627 1.297 -0.20
C -0.332 0.006 1.574 -0.14
C -0.797 0.213 0.163 -0.10
C -0.532 1.599 -0.527 -0.61
Cl -2.408 -0.300 -0.311 -0.02
H 0.251 -1.330 -2.014 0.22
H 1.714 -2.221 -1.101 0.22
H 1.630 -0.995 1.872 0.21
H -0.725 0.196 2.495 0.20
H 0.435 1.460 -0.905 0.22
H -0.490 2.487 0.147 0.22
H -1.195 1.717 -1.345 0.22
```